DFT (ωB97M-V/def2-TZVPD) results for a cluster of 12 separate species, C42H104F36N6O4P6 in total.

Last columns: bonded neighbours and bond lengths (Å).
Cartesian coordinates (Å):
1 C -5.79575 -9.37005 -0.09737  N2 1.535, H8 1.090, H9 1.090, H10 1.090
2 N -4.52906 -8.61902 -0.53067  C1 1.535, C3 1.546, C4 1.570, C5 1.549
3 C -4.98266 -7.23153 -1.03937  N2 1.546, H11 1.090, H12 1.090, H13 1.090
4 C -3.85153 -8.23693 0.83262  N2 1.570, H14 1.090, H15 1.090, H16 1.090
5 C -3.65150 -9.40373 -1.53720  N2 1.549, C6 1.577, H17 1.090, H18 1.090
6 C -2.16858 -8.89256 -1.70273  C5 1.577, O7 1.407, H19 1.090, H20 1.090
7 O -2.11553 -7.59052 -2.23352  C6 1.407, H21 0.960
8 H -6.10928 -9.04471 0.89457  C1 1.090
9 H -5.56334 -10.42932 0.01232  C1 1.090
10 H -6.49492 -9.22167 -0.92032  C1 1.090
11 H -5.43755 -7.43757 -2.00825  C3 1.090
12 H -4.17936 -6.49593 -1.08058  C3 1.090
13 H -5.74841 -6.91238 -0.33235  C3 1.090
14 H -4.65189 -7.73448 1.37582  C4 1.090
15 H -3.05412 -7.52127 0.63242  C4 1.090
16 H -3.58110 -9.08187 1.46589  C4 1.090
17 H -4.25714 -9.32530 -2.44006  C5 1.090
18 H -3.57379 -10.48658 -1.43970  C5 1.090
19 H -1.74038 -9.60938 -2.40338  C6 1.090
20 H -1.63193 -8.79697 -0.75881  C6 1.090
21 H -1.20441 -7.37628 -2.44696  O7 0.960
22 C 2.23795 -9.06378 10.17340  N23 1.550, H29 1.090, H30 1.090, H31 1.090
23 N 1.50513 -8.37961 8.99074  C22 1.550, C24 1.517, C25 1.484, C26 1.525
24 C 0.19876 -9.12234 8.78430  N23 1.517, H32 1.090, H33 1.090, H34 1.090
25 C 1.25805 -7.00134 9.48262  N23 1.484, H35 1.090, H36 1.090, H37 1.090
26 C 2.35518 -8.44941 7.72680  N23 1.525, C27 1.490, H38 1.090, H39 1.090
27 C 1.85817 -7.83011 6.46604  C26 1.490, O28 1.440, H40 1.090, H41 1.090
28 O 1.89398 -6.39050 6.44219  C27 1.440, H42 0.960
29 H 2.38423 -10.09220 9.84321  C22 1.090
30 H 1.55187 -9.21098 11.00751  C22 1.090
31 H 3.14985 -8.47524 10.27415  C22 1.090
32 H 0.35062 -10.19439 8.65885  C24 1.090
33 H -0.35191 -8.74992 7.92047  C24 1.090
34 H -0.39244 -8.83310 9.65316  C24 1.090
35 H 0.60332 -7.16467 10.33863  C25 1.090
36 H 0.68353 -6.39057 8.78620  C25 1.090
37 H 2.21410 -6.62352 9.84499  C25 1.090
38 H 2.46805 -9.51120 7.50782  C26 1.090
39 H 3.31214 -7.94130 7.84583  C26 1.090
40 H 0.85336 -8.14120 6.18027  C27 1.090
41 H 2.32923 -8.07319 5.51361  C27 1.090
42 H 2.36350 -6.19073 5.62902  O28 0.960
43 C 2.01235 -1.95498 -7.88975  N44 1.543, H50 1.090, H51 1.090, H52 1.090
44 N 0.49312 -2.11764 -7.67206  C43 1.543, C45 1.556, C46 1.534, C47 1.597
45 C -0.31060 -1.40452 -8.79758  N44 1.556, H53 1.090, H54 1.090, H55 1.090
46 C -0.00790 -3.56358 -7.77267  N44 1.534, H56 1.090, H57 1.090, H58 1.090
47 C -0.00588 -1.60536 -6.24385  N44 1.597, C48 1.559, H59 1.090, H60 1.090
48 C -0.15607 -0.06247 -6.07464  C47 1.559, O49 1.378, H61 1.090, H62 1.090
49 O 1.09075 0.51034 -6.20358  C48 1.378, H63 0.960
50 H 2.39974 -2.24074 -6.91181  C43 1.090
51 H 2.12271 -0.93850 -8.26749  C43 1.090
52 H 2.21171 -2.71993 -8.64022  C43 1.090
53 H -0.14748 -1.73641 -9.82293  C45 1.090
54 H -0.21284 -0.31937 -8.76590  C45 1.090
55 H -1.37947 -1.52015 -8.61801  C45 1.090
56 H 0.33545 -3.85054 -8.76659  C46 1.090
57 H -1.08883 -3.70092 -7.74357  C46 1.090
58 H 0.54148 -4.13305 -7.02301  C46 1.090
59 H 0.62573 -1.84988 -5.38980  C47 1.090
60 H -0.88204 -2.13376 -5.86803  C47 1.090
61 H -0.40116 0.09539 -5.02435  C48 1.090
62 H -0.95018 0.42660 -6.63883  C48 1.090
63 H 0.95327 1.31417 -5.69709  O49 0.960
64 C -1.64240 0.12679 4.65237  N65 1.549, H71 1.090, H72 1.090, H73 1.090
65 N -1.95568 1.20896 3.58903  C64 1.549, C66 1.541, C67 1.550, C68 1.544
66 C -1.45173 2.56593 4.11635  N65 1.541, H74 1.090, H75 1.090, H76 1.090
67 C -0.98469 1.02969 2.39487  N65 1.550, H77 1.090, H78 1.090, H79 1.090
68 C -3.45021 1.42858 3.27174  N65 1.544, C69 1.480, H80 1.090, H81 1.090
69 C -4.04404 0.40382 2.38372  C68 1.480, O70 1.423, H82 1.090, H83 1.090
70 O -3.83495 -0.90796 2.89300  C69 1.423, H84 0.960
71 H -0.63776 0.34666 5.01354  C64 1.090
72 H -1.67996 -0.81864 4.11122  C64 1.090
73 H -2.38179 0.25365 5.44314  C64 1.090
74 H -1.57015 3.25907 3.28350  C66 1.090
75 H -0.41462 2.45286 4.43215  C66 1.090
76 H -2.02637 2.68935 5.03432  C66 1.090
77 H -1.20256 0.14426 1.79764  C67 1.090
78 H 0.02803 0.94507 2.78901  C67 1.090
79 H -1.24526 1.74953 1.61896  C67 1.090
80 H -3.56650 2.29511 2.62082  C68 1.090
81 H -3.94643 1.73053 4.19406  C68 1.090
82 H -3.48758 0.44298 1.44729  C69 1.090
83 H -5.08011 0.52524 2.06759  C69 1.090
84 H -4.63828 -1.15384 3.35754  O70 0.960
85 C 11.76839 -3.31581 -1.57555  C86 1.626, H97 1.090, H98 1.090, H99 1.090
86 C 12.76567 -2.07393 -1.24730  C85 1.626, C87 1.594, H100 1.090, H101 1.090
87 C 12.45135 -1.47025 0.19455  C86 1.594, C88 1.561, H102 1.090, H103 1.090
88 C 11.37847 -0.33964 0.11522  C87 1.561, N89 1.563, H104 1.090, H105 1.090
89 N 10.91155 0.06595 1.55022  C88 1.563, C90 1.560, C93 1.618, C94 1.562
90 C 12.03259 0.65587 2.46011  N89 1.560, C91 1.465, H106 1.090, H107 1.090
91 C 12.06141 -0.18925 3.65623  C90 1.465, C92 1.392, H108 1.090, H109 1.090
92 C 11.40006 -1.40179 3.47982  C91 1.392, C93 1.572, H110 1.090, H111 1.090
93 C 10.25024 -1.10594 2.44879  N89 1.618, C92 1.572, H112 1.090, H113 1.090
94 C 9.76744 1.11165 1.36036  N89 1.562, C95 1.542, H114 1.090, H115 1.090
95 C 8.54724 0.76814 0.48235  C94 1.542, C96 1.547, H116 1.090, H117 1.090
96 C 7.39347 1.79658 0.40640  C95 1.547, H118 1.090, H119 1.090, H120 1.090
97 H 10.82155 -2.77961 -1.63937  C85 1.090
98 H 11.91949 -4.00977 -0.74869  C85 1.090
99 H 11.81141 -3.92800 -2.47635  C85 1.090
100 H 12.55555 -1.29879 -1.98427  C86 1.090
101 H 13.81868 -2.24498 -1.47096  C86 1.090
102 H 13.38038 -1.14225 0.66084  C87 1.090
103 H 12.18982 -2.26979 0.88768  C87 1.090
104 H 10.54619 -0.58132 -0.54584  C88 1.090
105 H 11.84466 0.50803 -0.38699  C88 1.090
106 H 11.83944 1.70408 2.68823  C90 1.090
107 H 12.98957 0.70993 1.94112  C90 1.090
108 H 11.50157 0.28050 4.46495  C91 1.090
109 H 13.09732 -0.27067 3.98542  C91 1.090
110 H 10.93403 -1.68524 4.42351  C92 1.090
111 H 12.18451 -2.08844 3.16159  C92 1.090
112 H 9.33729 -0.60146 2.76518  C93 1.090
113 H 9.86584 -1.95662 1.88606  C93 1.090
114 H 10.32170 1.93955 0.91825  C94 1.090
115 H 9.37250 1.38774 2.33807  C94 1.090
116 H 8.10681 -0.19631 0.73527  C95 1.090
117 H 8.81949 0.52532 -0.54479  C95 1.090
118 H 6.53389 1.46190 -0.17429  C96 1.090
119 H 7.75410 2.80703 0.21395  C96 1.090
120 H 7.10842 1.98598 1.44128  C96 1.090
121 C -6.29142 12.14729 -8.66046  C122 1.566, H133 1.090, H134 1.090, H135 1.090
122 C -5.81479 11.27678 -7.44865  C121 1.566, C123 1.549, H136 1.090, H137 1.090
123 C -6.70986 10.04102 -7.18216  C122 1.549, C124 1.560, H138 1.090, H139 1.090
124 C -6.24356 9.29322 -5.89476  C123 1.560, N125 1.616, H140 1.090, H141 1.090
125 N -6.99925 7.88278 -5.66767  C124 1.616, C126 1.523, C129 1.580, C130 1.567
126 C -8.28415 8.07656 -4.87417  N125 1.523, C127 1.535, H142 1.090, H143 1.090
127 C -7.77808 8.54518 -3.50305  C126 1.535, C128 1.578, H144 1.090, H145 1.090
128 C -6.47076 7.69768 -3.25254  C127 1.578, C129 1.496, H146 1.090, H147 1.090
129 C -6.20411 7.05886 -4.57909  N125 1.580, C128 1.496, H148 1.090, H149 1.090
130 C -7.23303 7.10990 -7.01033  N125 1.567, C131 1.543, H150 1.090, H151 1.090
131 C -5.93265 6.65039 -7.70311  C130 1.543, C132 1.517, H152 1.090, H153 1.090
132 C -6.10854 5.91129 -9.01577  C131 1.517, H154 1.090, H155 1.090, H156 1.090
133 H -5.59204 12.92589 -8.96504  C121 1.090
134 H -7.17584 12.73745 -8.42041  C121 1.090
135 H -6.62443 11.60936 -9.54806  C121 1.090
136 H -5.78080 11.81091 -6.49910  C122 1.090
137 H -4.74655 11.06094 -7.46748  C122 1.090
138 H -6.87242 9.56745 -8.15035  C123 1.090
139 H -7.64441 10.44913 -6.79724  C123 1.090
140 H -6.28831 10.01870 -5.08249  C124 1.090
141 H -5.22013 9.05527 -6.18470  C124 1.090
142 H -8.82539 7.13210 -4.93045  C126 1.090
143 H -8.93882 8.71694 -5.46530  C126 1.090
144 H -8.50434 8.36195 -2.71117  C127 1.090
145 H -7.63562 9.62406 -3.56483  C127 1.090
146 H -6.79226 6.98210 -2.49576  C128 1.090
147 H -5.64892 8.23235 -2.77631  C128 1.090
148 H -6.77577 6.13718 -4.68778  C129 1.090
149 H -5.15121 6.88264 -4.79914  C129 1.090
150 H -7.88331 7.79431 -7.55515  C130 1.090
151 H -7.76483 6.19548 -6.74747  C130 1.090
152 H -5.48839 5.84613 -7.11668  C131 1.090
153 H -5.13375 7.39110 -7.73780  C131 1.090
154 H -5.15966 5.67579 -9.49772  C132 1.090
155 H -6.63397 6.41983 -9.82410  C132 1.090
156 H -6.53352 4.93440 -8.78520  C132 1.090
157 P -7.01407 -0.56319 -4.60451  F158 1.649, F159 1.602, F160 1.626, F161 1.658, F162 1.637, F163 1.627
158 F -7.29145 0.19387 -6.04309  P157 1.649
159 F -7.91957 0.52287 -3.85197  P157 1.602
160 F -8.35961 -1.45490 -4.80400  P157 1.626
161 F -6.82552 -1.39119 -3.18026  P157 1.658
162 F -6.22051 -1.68399 -5.49626  P157 1.637
163 F -5.68803 0.30301 -4.23074  P157 1.627
164 P 0.71472 7.23055 -1.82903  F165 1.651, F166 1.634, F167 1.573, F168 1.629, F169 1.600, F170 1.588
165 F -0.08491 7.83988 -3.13889  P164 1.651
166 F 1.64934 6.20407 -2.69062  P164 1.634
167 F 1.75945 8.39096 -2.02201  P164 1.573
168 F 1.46941 6.82343 -0.44403  P164 1.629
169 F -0.18937 8.21621 -0.95074  P164 1.600
170 F -0.29954 6.03119 -1.59401  P164 1.588
171 P -5.58600 8.81231 6.19801  F172 1.594, F173 1.603, F174 1.625, F175 1.629, F176 1.630, F177 1.577
172 F -4.86772 8.47929 7.58161  P171 1.594
173 F -5.93869 7.28843 5.84810  P171 1.603
174 F -6.97258 9.09820 6.99543  P171 1.625
175 F -6.45164 9.20835 4.87611  P171 1.629
176 F -5.34382 10.41838 6.33402  P171 1.630
177 F -4.14407 8.85211 5.55990  P171 1.577
178 P 5.10623 3.61686 8.21720  F179 1.653, F180 1.626, F181 1.663, F182 1.633, F183 1.546, F184 1.650
179 F 4.90122 2.08432 8.80196  P178 1.653
180 F 4.98240 3.20486 6.64927  P178 1.626
181 F 3.49217 3.87674 8.52312  P178 1.663
182 F 5.26231 5.17585 7.75546  P178 1.633
183 F 5.51822 3.91299 9.67785  P178 1.546
184 F 6.74232 3.41423 8.14139  P178 1.650
185 P 3.95884 -4.60128 -0.93120  F186 1.632, F187 1.619, F188 1.620, F189 1.645, F190 1.603, F191 1.635
186 F 2.48609 -4.80371 -0.25678  P185 1.632
187 F 4.24294 -6.15058 -0.55530  P185 1.619
188 F 3.41065 -5.25259 -2.30949  P185 1.620
189 F 5.52073 -4.53827 -1.44501  P185 1.645
190 F 3.65892 -3.07574 -1.32058  P185 1.603
191 F 4.40829 -4.05308 0.54195  P185 1.635
192 P -5.27998 -4.02422 9.51040  F193 1.622, F194 1.683, F195 1.648, F196 1.676, F197 1.626, F198 1.733
193 F -5.95498 -3.68634 10.94639  P192 1.622
194 F -6.07887 -2.74738 8.75994  P192 1.683
195 F -4.10194 -2.98458 10.00656  P192 1.648
196 F -4.70965 -4.42010 7.98474  P192 1.676
197 F -4.41256 -5.19532 10.23261  P192 1.626
198 F -6.58166 -5.14825 9.29468  P192 1.733

Computed properties:
Charge = 0
HOMO energy = -8.1 eV
Orbital gap = 6.5 eV
Molar mass = 1627.104 g mol⁻¹
Lowest unoccupied orbital energy = -1.5 eV
Max |F| = 5.3 eV/A

These are the Löwdin partial charges, in e, on atoms 1 to 6: C 0.015; N -0.307; C 0.027; C 0.018; C -0.057; C -0.213